Density functional theory data (ωB97M-V with the def2-TZVPD basis set) for C19H43N2O2P3W as an isolated structure at a distorted geometry.

Relative energy (zero: lowest compared OMol25 entry of this formula, charge and spin), kJ/mol: 191.3
Highest occupied orbital energy (spin up / spin down), eV: -17.81 / -17.81
Gap between HOMO and LUMO (spin up / spin down), eV: 3.5 / 2.6
Net charge: +4
2S+1: 3

The geometry in XYZ format:
```
70
C19H43N2O2P3W, DFT ωB97M-V with the def2-TZVPD basis set
W 0.869 -0.004 -0.046
P 2.160 0.778 1.721
P -0.574 1.731 -0.333
P 2.572 -0.717 -1.447
H -1.573 -1.531 -0.124
C -0.526 -1.714 0.131
C -0.063 -1.339 1.476
H -0.756 -0.831 2.160
C 1.331 0.984 3.338
C 2.922 2.414 1.412
C 3.567 -0.268 2.246
C -2.280 1.370 -0.869
C -0.934 2.652 1.220
C 0.001 3.072 -1.424
C 3.481 -2.143 -0.707
C 3.919 0.490 -1.741
C 2.305 -1.404 -3.112
H -0.074 -2.591 -0.344
H 0.667 -1.992 1.965
H 1.094 -0.001 3.756
H 0.392 1.540 3.273
H 2.013 1.507 4.023
H 2.162 3.201 1.326
H 3.521 2.406 0.493
H 3.585 2.654 2.257
H 3.189 -1.237 2.598
H 4.093 0.228 3.077
H 4.280 -0.429 1.429
H -2.536 1.997 -1.736
H -2.970 1.605 -0.039
H -2.386 0.310 -1.142
H -1.761 3.344 0.997
H -0.065 3.232 1.562
H -1.260 1.976 2.027
H -0.852 3.739 -1.628
H 0.382 2.664 -2.370
H 0.804 3.640 -0.932
H 4.312 -2.418 -1.374
H 2.805 -3.003 -0.613
H 3.888 -1.921 0.285
H 4.567 0.094 -2.536
H 4.522 0.654 -0.837
H 3.504 1.451 -2.073
H 3.278 -1.509 -3.613
H 1.665 -0.757 -3.721
H 1.844 -2.395 -3.032
C -1.337 -1.483 -3.830
C -2.563 -0.987 -4.312
C -3.233 -1.717 -5.297
C -2.691 -2.907 -5.792
C -1.412 -3.303 -5.399
C -0.700 -2.575 -4.447
O -0.901 -1.087 -2.580
H -0.286 -0.301 -2.556
H -2.999 -0.113 -3.840
H -4.200 -1.367 -5.646
H -3.269 -3.536 -6.469
H -0.951 -4.205 -5.798
H 0.275 -2.898 -4.095
C -3.049 0.906 6.407
N -3.697 0.491 5.192
C -3.030 0.372 4.010
N -3.838 -0.013 2.951
O -1.828 0.625 3.868
H -1.973 0.985 6.226
H -3.233 0.171 7.199
H -3.435 1.878 6.739
H -4.697 0.332 5.201
H -3.340 -0.308 2.126
H -4.700 -0.491 3.166
```

Density functional theory data (ωB97M-V with the def2-TZVPD basis set) for a 2-piece molecular cluster, C19H43N2O4P2 overall at a distorted geometry.

Highest occupied orbital energy, eV: -10.05
Gap between HOMO and LUMO, eV: 7.1
Net charge: +1
2S+1: 1

The geometry in XYZ format:
```
70
C19H43N2O4P2, DFT ωB97M-V with the def2-TZVPD basis set
C -5.515 -1.549 -2.392
C -4.614 -2.783 -2.419
O -4.731 -3.538 -1.201
P -3.717 -3.385 0.006
O -4.388 -3.524 1.303
C -2.991 -1.716 -0.050
C -2.217 -1.391 1.233
C -2.181 0.128 1.544
P -1.026 1.093 0.549
N -0.429 0.168 -0.698
C 0.249 1.827 1.595
C 0.126 3.370 1.634
C 0.888 4.098 0.521
C 0.808 5.615 0.812
C 2.363 3.687 0.420
C 3.053 4.277 -0.823
C 2.923 3.354 -2.021
C 3.497 3.618 -3.229
C 2.662 3.692 -4.474
C 4.978 3.818 -3.403
O -2.620 -4.473 -0.341
C -1.499 -4.702 0.542
C -1.860 -5.477 1.789
H -5.057 -0.692 -2.884
H -5.721 -1.278 -1.356
H -6.482 -1.773 -2.836
H -4.961 -3.456 -3.201
H -3.574 -2.552 -2.657
H -3.860 -1.053 -0.104
H -2.416 -1.516 -0.954
H -2.670 -1.888 2.088
H -1.184 -1.724 1.114
H -3.188 0.535 1.439
H -1.871 0.238 2.584
H -1.734 2.117 -0.081
H 0.135 0.707 -1.352
H 0.133 -0.613 -0.373
H 1.223 1.490 1.246
H 0.103 1.415 2.596
H -0.933 3.628 1.517
H 0.420 3.723 2.621
H 0.427 3.907 -0.457
H 0.653 5.763 1.883
H -0.029 6.090 0.303
H 1.737 6.126 0.573
H 2.881 4.003 1.331
H 2.498 2.605 0.353
H 2.587 5.219 -1.111
H 4.109 4.459 -0.599
H 2.352 2.429 -1.887
H 1.755 3.088 -4.380
H 3.200 3.431 -5.388
H 2.356 4.739 -4.548
H 5.361 2.911 -3.872
H 5.221 4.655 -4.066
H 5.478 4.012 -2.455
H -0.975 -3.779 0.792
H -0.795 -5.286 -0.051
H -2.631 -6.219 1.584
H -0.975 -5.953 2.196
H -2.280 -4.817 2.548
O 1.096 -5.002 2.500
C 2.266 -4.809 2.784
N 3.225 -5.728 2.522
C 2.732 -3.536 3.453
H 4.190 -5.589 2.755
H 2.948 -6.591 2.084
H 2.208 -3.430 4.401
H 2.476 -2.692 2.814
H 3.804 -3.523 3.639
```

Density functional theory data (ωB97M-V with the def2-TZVPD basis set) for a 6-piece molecular cluster, C19H43N6O10P overall at a distorted geometry.

Highest occupied orbital energy, eV: -9.01
Gap between HOMO and LUMO, eV: 9.4
Net charge: 0
SMILES: [H]/N=C/C[C@H](OC=O)P(=O)(O)O.CNC(C)=O.CNC(C)=O.CNC(C)=O.CNC(C)=O.CNC(C)=O
2S+1: 1

The geometry in XYZ format:
```
79
C19H43N6O10P, DFT ωB97M-V with the def2-TZVPD basis set
H 6.006 -0.354 0.806
N 5.156 0.124 1.093
C 4.522 0.541 0.086
C 3.220 1.270 0.208
C 2.138 0.497 -0.590
O 1.785 1.273 -1.754
C 2.262 0.648 -2.899
O 1.647 -0.186 -3.495
P 0.571 0.203 0.340
O -0.459 -0.138 -0.648
O 0.134 1.427 1.195
O 0.837 -1.065 1.287
H 4.889 0.383 -0.934
H 3.331 2.235 -0.271
H 3.005 1.360 1.266
H 2.535 -0.482 -0.850
H 3.250 1.022 -3.198
H -0.048 2.222 0.621
H 0.943 -1.799 0.668
C -2.348 -1.828 1.033
N -2.213 -3.017 1.867
C -3.168 -3.862 2.314
C -4.595 -3.566 1.922
O -2.872 -4.829 3.007
H -1.760 -1.962 0.131
H -1.961 -0.971 1.580
H -3.383 -1.645 0.764
H -1.286 -3.270 2.168
H -5.240 -4.327 2.351
H -4.902 -2.591 2.302
H -4.704 -3.584 0.837
C -0.096 6.489 -1.691
N -0.009 5.384 -0.756
C -1.011 4.642 -0.241
C -2.427 4.948 -0.655
O -0.752 3.736 0.555
H 0.474 6.250 -2.591
H 0.331 7.385 -1.235
H -1.125 6.685 -1.967
H 0.903 5.110 -0.426
H -3.086 4.259 -0.136
H -2.695 5.967 -0.380
H -2.554 4.819 -1.722
C 0.076 -4.840 4.757
N 1.130 -4.000 4.203
C 2.361 -3.741 4.719
C 2.707 -4.392 6.039
O 3.145 -3.015 4.132
H -0.161 -5.631 4.044
H -0.815 -4.230 4.906
H 0.366 -5.286 5.701
H 0.958 -3.537 3.325
H 3.713 -4.095 6.320
H 2.016 -4.069 6.818
H 2.674 -5.478 5.951
C -3.379 8.360 -6.158
N -3.336 7.878 -4.788
C -3.032 6.634 -4.347
C -2.688 5.589 -5.380
O -3.039 6.381 -3.148
H -2.673 9.183 -6.278
H -4.381 8.725 -6.385
H -3.125 7.574 -6.858
H -3.557 8.525 -4.048
H -2.470 4.654 -4.875
H -3.527 5.432 -6.059
H -1.809 5.892 -5.951
C 1.611 -6.921 1.308
N 1.030 -5.869 0.491
C 1.594 -5.191 -0.542
C 3.010 -5.553 -0.922
O 0.965 -4.326 -1.132
H 0.996 -7.817 1.212
H 1.611 -6.598 2.351
H 2.627 -7.152 1.008
H 0.084 -5.583 0.692
H 3.317 -4.932 -1.758
H 3.687 -5.376 -0.085
H 3.070 -6.600 -1.224
```